# 1
Below is a single C6H10 molecule, with properties calculated with ωB97M-V with the def2-TZVPD basis set.

Each line ends with the Löwdin charge.
Cartesian coordinates (Å):
C  -0.55  1.37  -0.61  -0.084
C  -0.06  0.05  0.04  -0.666
C  -0.68  -0.19  1.36  -0.114
C  -0.45  -1.23  -0.86  -0.048
C  1.46  0.08  0.16  -0.111
C  2.68  -0.02  0.07  0.095
H  -1.64  1.19  -1.08  0.116
H  -0.55  2.20  0.25  0.116
H  0.24  1.55  -1.48  0.115
H  -0.55  -1.19  1.81  0.092
H  -1.77  0.15  1.27  0.109
H  -0.25  0.52  2.13  0.098
H  -0.07  -2.09  -0.27  0.083
H  -1.50  -1.32  -0.85  0.047
H  -0.09  -1.18  -1.93  0.100
H  3.79  0.13  -0.02  0.052

The relative energy (zero: lowest compared OMol25 entry of this formula, charge and spin) comes out at 242.4 kJ/mol. The calculation puts the LUMO energy at 0.9291 eV. Its SMILES is C#CC(C)(C)C.


# 2
Below is a molecular structure, C6H10AlBr2F3N2, with properties calculated with ωB97M-V with the def2-TZVPD basis set.

Each line ends with the Löwdin charge.
Cartesian coordinates (Å):
N  2.91  -0.63  0.84  0.079
C  2.35  -0.29  -0.43  -0.190
C  2.04  1.27  -0.52  -0.135
N  0.68  1.41  -0.59  0.198
C  -0.12  1.00  0.49  -0.179
C  -1.58  0.75  0.09  -0.269
C  -1.93  -0.57  -0.62  -0.847
F  -3.28  -0.40  -0.89  -0.123
Br  -0.97  -0.72  -2.26  0.983
C  -1.79  -1.82  0.28  -0.973
F  -0.47  -1.92  0.62  0.022
F  -2.47  -1.55  1.42  0.064
Br  -2.41  -3.40  -0.51  0.979
H  2.54  -0.15  1.65  0.094
H  2.86  -1.63  1.02  0.114
H  3.06  -0.42  -1.25  0.156
H  1.44  -0.87  -0.65  0.074
H  2.53  1.74  -1.38  0.140
H  2.47  1.70  0.41  0.183
H  0.32  0.19  1.10  0.139
H  -0.09  1.90  1.15  0.198
H  -2.19  0.80  1.00  0.099
H  -1.89  1.54  -0.61  -0.005
Al  -4.03  2.07  -0.34  1.199

The relative energy (zero: lowest compared OMol25 entry of this formula, charge and spin) comes out at 0.0 kJ/mol. The calculation puts the LUMO energy at -10.7340 eV. Its total charge is +2.


# 3
Below is a single C2H6O2S molecule, with properties calculated with ωB97M-V with the def2-TZVPD basis set.

Each line ends with the Löwdin charge.
Cartesian coordinates (Å):
C  1.22  -0.41  1.58  -0.125
C  -1.50  0.39  -1.08  -0.281
O  0.95  0.63  -2.32  -0.473
O  0.58  -0.83  0.27  -0.490
S  0.02  -0.29  -1.66  1.008
H  2.32  -0.33  1.56  0.072
H  0.73  0.43  2.01  0.037
H  0.85  -1.19  2.29  0.082
H  -1.22  0.97  -0.18  0.064
H  -1.94  1.08  -1.81  0.062
H  -2.02  -0.45  -0.67  0.044

The relative energy (zero: lowest compared OMol25 entry of this formula, charge and spin) comes out at 339.5 kJ/mol. The calculation puts the LUMO energy (alpha / beta) at -0.5961 / -0.5958 eV.


# 4
Below is 2 unconnected molecules or ions with the total composition C4H8N2O2, with properties calculated with ωB97M-V with the def2-TZVPD basis set.

Each line ends with the Löwdin charge.
Cartesian coordinates (Å):
N  -0.42  -0.85  2.28  0.085
C  -0.76  -0.07  1.11  -0.818
O  -1.28  -0.73  0.16  -0.093
O  -0.53  1.18  1.18  -0.093
H  -0.31  -0.21  3.09  0.086
H  -1.11  -1.54  2.43  0.051
C  0.89  0.93  -1.11  -0.149
C  -0.07  1.68  -1.70  0.086
C  1.22  -1.44  -0.71  0.161
N  1.06  -0.45  -1.51  0.028
H  1.47  1.20  -0.20  0.129
H  -0.51  1.37  -2.65  0.080
H  -0.54  2.46  -1.14  0.069
H  1.37  -2.44  -1.13  0.120
H  1.19  -1.28  0.36  0.091
H  0.86  -0.64  -2.49  0.167

The relative energy (zero: lowest compared OMol25 entry of this formula, charge and spin) comes out at 357.4 kJ/mol. The calculation puts the LUMO energy at -1.0171 eV.


# 5
Below is a molecular structure, C41H35BrF12N4O4STi, with properties calculated with ωB97M-V with the def2-TZVPD basis set.

Each line ends with the Löwdin charge.
Cartesian coordinates (Å):
Ti  0.45  0.05  0.04  0.988
C  3.94  -0.28  5.63  -0.070
C  3.54  0.13  4.24  -0.279
C  4.26  -0.29  3.13  -0.043
C  3.87  0.06  1.85  -0.030
C  2.73  0.84  1.63  -0.225
N  2.26  1.16  0.35  -0.025
C  3.06  1.67  -0.60  -0.216
C  4.43  1.99  -0.36  -0.018
C  5.30  2.39  -1.34  -0.068
C  4.88  2.54  -2.66  -0.300
C  5.81  2.97  -3.76  -0.083
C  3.52  2.35  -2.89  -0.022
C  2.60  1.97  -1.92  -0.056
C  1.10  2.06  -2.27  -0.326
O  0.24  1.33  -1.52  -0.221
C  0.85  1.66  -3.78  -0.529
F  1.17  2.62  -4.69  0.118
F  -0.43  1.35  -4.01  0.147
F  1.57  0.57  -4.13  0.120
C  0.64  3.56  -2.18  -0.524
F  -0.49  3.79  -2.91  0.114
F  1.55  4.45  -2.65  0.145
F  0.34  3.91  -0.94  0.171
C  1.96  1.22  2.75  -0.058
C  2.40  0.89  4.02  0.012
C  0.69  2.04  2.47  -0.319
O  -0.06  1.55  1.45  -0.219
C  -0.27  2.17  3.73  -0.525
F  -1.52  2.48  3.34  0.132
F  0.07  3.14  4.62  0.121
F  -0.36  1.05  4.45  0.149
C  1.20  3.51  2.21  -0.526
F  1.94  3.97  3.24  0.127
F  1.96  3.64  1.14  0.171
F  0.16  4.37  2.07  0.128
H  5.02  -0.37  5.73  0.064
H  3.50  -1.25  5.90  0.072
H  3.59  0.44  6.37  0.067
H  5.13  -0.92  3.26  0.105
H  4.42  -0.31  1.00  0.117
H  4.80  1.91  0.65  0.097
H  6.33  2.60  -1.08  0.100
H  6.83  2.65  -3.56  0.061
H  5.83  4.05  -3.90  0.065
H  5.52  2.52  -4.72  0.065
H  3.17  2.55  -3.90  0.108
H  1.84  1.22  4.89  0.111
O  -2.57  -2.81  -4.70  0.057
C  -1.89  -2.37  -3.60  -0.295
C  -0.70  -1.66  -3.69  0.019
C  -0.12  -1.21  -2.53  -0.111
N  -0.64  -1.41  -1.30  -0.003
C  -1.71  -2.18  -1.25  -0.687
Br  -2.40  -2.72  0.42  0.927
C  -2.40  -2.67  -2.35  -0.062
H  -2.16  -2.45  -5.49  0.101
H  -0.22  -1.45  -4.64  0.117
H  0.84  -0.72  -2.57  0.075
H  -3.30  -3.25  -2.22  0.105
C  -2.27  -1.60  5.00  -0.139
C  -2.58  -0.84  3.87  -0.126
C  -1.70  -0.76  2.81  -0.151
C  -0.48  -1.44  2.81  -0.327
C  -0.17  -2.20  3.95  -0.043
C  -1.05  -2.27  5.01  -0.124
N  0.34  -1.37  1.68  -0.100
N  1.32  -2.27  1.77  0.043
C  2.17  -2.28  0.68  -0.336
C  3.21  -3.23  0.74  -0.072
C  4.13  -3.32  -0.29  -0.146
C  4.02  -2.46  -1.38  -0.133
C  2.98  -1.52  -1.41  -0.134
C  2.03  -1.39  -0.40  -0.147
H  -2.96  -1.66  5.84  0.076
H  -3.51  -0.28  3.84  0.092
H  -1.93  -0.13  1.96  0.049
H  0.77  -2.72  3.97  0.086
H  -0.77  -2.86  5.88  0.083
H  3.26  -3.88  1.60  0.090
H  4.93  -4.05  -0.24  0.076
H  4.75  -2.49  -2.18  0.077
H  2.96  -0.85  -2.27  0.082
C  -4.91  -0.07  1.11  -0.152
C  -4.13  1.22  0.94  -0.376
S  -2.86  1.05  -0.35  0.899
O  -3.50  0.29  -1.48  -0.520
C  -2.81  2.75  -0.88  -0.384
C  -2.41  3.70  0.24  -0.130
H  -5.83  0.13  1.68  0.070
H  -4.34  -0.82  1.65  0.021
H  -5.18  -0.48  0.14  0.060
H  -3.60  1.50  1.85  0.076
H  -4.78  2.05  0.64  0.085
H  -3.80  2.94  -1.30  0.092
H  -2.07  2.74  -1.67  0.062
H  -3.21  3.84  0.97  0.068
H  -2.15  4.67  -0.18  0.077
H  -1.53  3.31  0.76  0.041

The relative energy (zero: lowest compared OMol25 entry of this formula, charge and spin) comes out at 5.1 kJ/mol. The calculation puts the LUMO energy (alpha / beta) at 3.9594 / 3.9590 eV. Its total charge is -2. As for the expectation value of S²: 2.03. As for the spin multiplicity: 3.


# 6
Below is 2 unconnected molecules or ions with the total composition C3H9O, with properties calculated with ωB97M-V with the def2-TZVPD basis set.

Each line ends with the Löwdin charge.
Cartesian coordinates (Å):
C  -2.15  -1.20  -0.20  -0.071
H  -1.10  -1.51  -0.12  0.005
H  -2.65  -1.02  0.74  0.002
H  -2.05  -0.42  -0.95  0.012
H  -2.61  -2.08  -0.67  -0.002
C  1.37  0.26  0.17  -0.634
O  0.86  -0.31  -0.90  -0.361
C  0.39  1.35  0.83  -0.141
H  1.56  -0.46  1.03  0.053
H  2.38  0.76  0.14  0.051
H  -0.23  1.64  -0.03  0.038
H  -0.15  0.77  1.56  0.030
H  0.89  2.27  1.08  0.020

The relative energy (zero: lowest compared OMol25 entry of this formula, charge and spin) comes out at 61.8 kJ/mol. The calculation puts the LUMO energy at 4.5113 eV. Its total charge is -1.


Q: Look up the relative energy (zero: lowest compared OMol25 entry of this formula, charge and spin) of the sixth one.
A: 61.8 kJ/mol